Entry 1:
20
Properties=species:S:1:pos:R:3 method="wB97M-V/def2-TZVPD" lumo_energy_ev=0.784 relative_energy_kcal_mol=64.0 gap_ev=9.28 smiles="[H]/N=C(/N)NC.CC(=O)O" total_charge=0
H -2.75521 1.07921 -0.05820
N -1.79748 0.73845 0.19088
C -1.20930 0.77213 1.33140
N -0.00821 0.21026 1.40679
N -1.67167 1.22028 2.57262
C -0.87560 1.67995 3.77949
H 0.38842 -0.16344 2.22155
H 0.44117 -0.14791 0.58911
H -2.33744 1.99671 2.52034
H -0.83974 2.71981 4.20248
H 0.18361 1.32407 3.87710
H -1.37304 1.11260 4.64104
C 2.48519 -1.50408 -3.35970
C 1.12157 -1.86963 -3.67476
O 0.47609 -2.34024 -4.57503
O 0.25420 -1.07826 -2.77569
H 2.33858 -0.87461 -2.40134
H 2.67569 -0.91293 -4.24033
H 3.12331 -2.39803 -3.26880
H -0.62014 -1.56434 -2.97894

---

Entry 2:
11
Properties=species:S:1:pos:R:3 method="wB97M-V/def2-TZVPD" lumo_energy_ev=0.714 relative_energy_kcal_mol=133.6 gap_ev=8.84 total_charge=0
N -1.29624 -1.07872 -0.07561
C -0.64637 -0.38074 -0.93180
C -0.70500 0.20035 0.80668
C 0.80134 0.41503 0.54652
O 1.36168 -0.86672 0.36376
C 0.89300 -0.16964 -0.77932
H -0.89889 -0.51511 1.57957
H -1.16112 0.19452 -1.71914
H -1.35252 1.08875 0.80178
H 1.41264 1.18956 1.00955
H 1.60287 -0.00958 -1.58352

---

Entry 3:
16
Properties=species:S:1:pos:R:3 method="wB97M-V/def2-TZVPD" lumo_energy_ev=4.076 relative_energy_kcal_mol=35.0 gap_ev=8.32 total_charge=-1
C 0.72951 -2.68050 -1.53001
C 0.60019 -1.30302 -1.03854
O -0.01099 -1.08801 0.08544
O 1.07244 -0.39878 -1.64741
H 0.16140 -3.56173 -0.89386
H 1.85532 -2.97804 -1.55522
H 0.35825 -2.62307 -2.58621
C 0.06677 1.40031 1.94620
C -0.87846 2.05424 1.05170
O -1.53964 3.08804 1.29025
N -1.10188 1.59149 -0.22779
H -1.57479 2.06005 -0.82961
H -0.59246 0.75784 -0.44439
H 0.01805 1.94101 2.86392
H 1.08166 1.36920 1.40937
H -0.24538 0.37097 2.10615

---

Entry 4:
20
Properties=species:S:1:pos:R:3 method="wB97M-V/def2-TZVPD" lumo_energy_ev=0.680 relative_energy_kcal_mol=54.7 gap_ev=9.38 smiles="CSCCCC=O.O" total_charge=0
C 1.81164 -2.50513 1.49991
S 0.11774 -2.30943 0.71501
C -0.29827 -0.61920 1.05621
C 0.25955 0.58545 0.14802
C -0.32196 0.43481 -1.28212
C -1.80514 0.76175 -1.36932
O -2.27791 1.64826 -0.66192
H 2.64489 -1.97066 0.92073
H 1.90873 -2.56768 2.54651
H 1.83264 -3.60708 1.20661
H -0.01235 -0.26074 2.08742
H -1.30042 -0.55186 0.99958
H 1.31704 0.69584 0.12647
H -0.31001 1.52616 0.61083
H 0.22702 1.08254 -2.09388
H -0.09155 -0.52436 -1.82834
H -2.38272 0.28042 -2.22632
O 1.48415 3.68465 -0.97830
H 1.80746 4.54300 -0.88175
H 0.95055 3.69587 -0.10255

---

Entry 5:
125
Properties=species:S:1:pos:R:3 method="wB97M-V/def2-TZVPD" lumo_energy_ev=2.105 relative_energy_kcal_mol=46.5 gap_ev=7.15 total_charge=-1
B -0.16598 0.48798 -0.44441
H 0.79944 1.26844 -0.53434
H 0.13047 -0.34045 0.41337
H -1.11478 1.12206 -0.27297
H -0.41823 -0.41253 -1.46596
N -3.01938 -1.50552 -0.07679
C -3.75699 -1.80075 -1.26446
C -4.92388 -2.61502 -0.72979
C -4.75686 -2.73160 0.73730
C -3.45888 -2.01019 1.15596
H -2.14176 -0.81054 -0.22150
H -3.52953 -1.43139 -2.26953
H -5.57220 -2.99019 -1.35653
H -5.43385 -3.11247 1.45985
H -3.02787 -1.94885 2.19445
N -0.83905 3.00262 1.45591
C -1.81940 3.91466 1.44460
C -1.66146 4.69057 2.77464
C -0.33238 4.22246 3.44622
C 0.15225 3.12420 2.52121
H -0.67862 2.22329 0.79015
H -2.53913 4.04223 0.68544
H -2.12889 5.54779 2.97760
H 0.17261 4.52997 4.32221
H 0.91364 2.43314 2.44226
N 3.82944 0.23063 2.31291
C 3.51143 1.56822 2.01607
C 4.34986 2.45973 3.00455
C 5.27408 1.44291 3.87857
C 4.87833 0.05887 3.24630
H 3.59617 -0.39896 1.63285
H 2.74612 2.04604 1.35816
H 4.14402 3.51042 2.75386
H 5.89988 1.70409 4.65703
H 5.28874 -0.94911 3.52393
N 1.74541 -0.43225 4.39403
C 0.48328 0.06218 3.97906
C -0.50795 -0.34833 5.04767
C 0.37172 -1.04002 6.07791
C 1.75328 -0.96278 5.66208
H 2.53349 -0.59906 3.62085
H 0.30906 0.43225 2.83206
H -1.52275 -0.02915 4.96711
H 0.13880 -1.25920 7.17793
H 2.63195 -1.53619 5.99823
N 4.58980 4.14258 -1.96801
C 5.19704 4.98478 -0.93789
C 4.30954 4.59248 0.22383
C 3.20930 3.68145 -0.14083
C 3.44377 3.38819 -1.56338
H 4.76413 3.95731 -3.00293
H 6.11673 5.60797 -1.04184
H 4.30575 5.02195 1.27613
H 2.44918 3.32256 0.49271
H 2.95790 2.87497 -2.26804
N -4.03386 3.67598 -3.69165
C -2.92124 2.81528 -3.62097
C -1.97878 3.35950 -2.52384
C -2.73294 4.59973 -1.99352
C -3.96584 4.85558 -2.87257
H -4.77567 3.63759 -4.45800
H -2.63523 2.00295 -4.49071
H -1.13956 2.81517 -2.33191
H -2.37503 5.23319 -1.30086
H -4.60636 5.71330 -3.03036
N -4.80516 2.57569 -0.57927
C -4.51689 1.24195 -0.26141
C -5.54753 0.96547 0.89161
C -6.28683 2.16857 1.09193
C -5.67061 3.16235 0.22798
H -4.21676 3.11005 -1.20950
H -3.74557 0.83223 -0.91868
H -5.57947 -0.08704 1.46052
H -7.05448 2.22393 1.80058
H -5.94492 4.17061 -0.02461
N 4.25730 -2.15013 -0.43010
C 5.47246 -2.33149 0.06061
C 5.32164 -3.08174 1.36208
C 3.89022 -3.10719 1.64018
C 3.22983 -2.53954 0.41790
H 4.00787 -1.64936 -1.37807
H 6.54046 -2.09349 -0.39479
H 6.22018 -3.34642 1.91313
H 3.15075 -3.36078 2.37081
H 2.17512 -2.25882 -0.05488
N -1.99687 -4.42247 -0.92784
C -0.75692 -4.08780 -0.90688
C -0.05070 -5.25632 -1.58069
C -1.04017 -6.47714 -1.83941
C -2.31396 -5.79899 -1.26850
H -2.72143 -3.66316 -0.67949
H -0.37008 -2.98451 -0.63538
H 1.07886 -5.28888 -1.68316
H -0.85276 -7.52382 -2.29659
H -3.33389 -6.05946 -1.12373
N 2.53171 -0.39826 -2.36326
C 2.55107 -1.40857 -3.29522
C 3.91518 -1.34813 -3.98592
C 4.62323 -0.20412 -3.35665
C 3.63579 0.37524 -2.39128
H 1.89363 -0.17708 -1.68905
H 1.65585 -2.22256 -3.46925
H 4.16897 -2.14039 -4.84070
H 5.49969 0.49268 -3.56142
H 3.55250 1.18222 -1.84129
N -2.14553 0.51222 -5.61795
C -2.58826 -0.22431 -4.58876
C -3.87264 -0.82999 -4.86674
C -4.16310 -0.43089 -6.30716
C -3.02982 0.55940 -6.68096
H -1.33162 1.08152 -5.65547
H -1.98661 -0.07950 -3.67472
H -4.50127 -1.31929 -4.23405
H -5.09390 -0.74333 -6.87791
H -3.02287 1.05067 -7.57056
N 0.72987 -3.10828 3.67822
C 0.17529 -3.32003 2.48359
C 0.24856 -4.88490 2.27943
C 1.06471 -5.37283 3.40682
C 1.14817 -4.24874 4.30553
H 0.97889 -2.11235 4.04776
H -0.43066 -2.69937 2.04480
H -0.26234 -5.55082 1.54188
H 1.49222 -6.27629 3.48364
H 1.54131 -4.17896 5.47085

---

Entry 6:
60
Properties=species:S:1:pos:R:3 method="wB97M-V/def2-TZVPD" lumo_energy_ev="-5.103 / -4.929" relative_energy_kcal_mol=38.2 gap_ev="6.22 / 6.19" s2=0.7664 spin_multiplicity=2 total_charge=+1
Re -0.30975 -0.30254 0.83419
C 1.77669 0.62097 3.47941
O 1.28318 0.83084 2.14623
C 1.70058 1.95928 1.46481
C 2.37738 3.02770 2.01918
C 2.70463 4.10313 1.20055
C 2.36486 4.10286 -0.14611
C 1.72804 3.00247 -0.69836
C 1.40774 1.93567 0.11643
N 0.87623 0.69080 -0.36351
N 1.40202 0.32119 -1.50680
C 1.41928 -0.91761 -1.92446
C 1.15832 -2.05390 -1.06048
O 0.77965 -1.89998 0.14599
C 1.40370 -3.37244 -1.54877
C 1.83864 -3.55834 -2.81188
C 2.15334 -2.46775 -3.70090
C 2.68245 -2.71556 -4.97267
C 3.03811 -1.67008 -5.79297
C 2.84973 -0.35551 -5.35938
C 2.30555 -0.09574 -4.11892
C 1.96353 -1.14823 -3.26923
H 1.48374 1.44574 4.12593
H 2.86011 0.51796 3.45950
H 1.32205 -0.30041 3.82771
H 2.65896 3.03565 3.06263
H 3.23062 4.94651 1.62744
H 2.60801 4.95196 -0.76959
H 1.48262 2.95898 -1.75078
H 1.20361 -4.19927 -0.88078
H 1.97077 -4.56847 -3.18357
H 2.81657 -3.74005 -5.29880
H 3.46241 -1.86417 -6.76866
H 3.13171 0.46819 -6.00216
H 2.14725 0.92218 -3.79176
C -2.43417 -3.80107 0.69734
C -1.99198 -2.44002 1.23132
C -2.95431 -1.94829 2.31669
C -1.87566 -1.42737 0.06449
H -2.49129 -4.53539 1.50263
H -1.74563 -4.17774 -0.06106
H -3.42467 -3.70897 0.24686
H -0.99632 -2.59715 1.70233
H -3.96184 -1.85700 1.90442
H -2.67844 -0.97230 2.71873
H -2.99288 -2.65296 3.14845
H -2.82118 -0.92081 -0.11942
H -1.57470 -1.91931 -0.86424
N -5.69986 4.23161 3.17020
C -4.81696 3.62454 2.75619
C -3.70892 2.84795 2.24883
C -2.74066 2.37709 3.13178
C -1.72852 1.56017 2.65627
C -1.65172 1.18922 1.29766
C -2.61847 1.71984 0.43347
C -3.63275 2.53797 0.89262
H -2.79655 2.64270 4.17916
H -0.98893 1.20675 3.36651
H -2.57751 1.48083 -0.62298
H -4.37839 2.92770 0.21232

---

Entry 7:
27
Properties=species:S:1:pos:R:3 method="wB97M-V/def2-TZVPD" lumo_energy_ev=-7.488 gap_ev=8.77 total_charge=+2
C 0.67526 1.88708 -0.14574
C 0.18867 -0.48986 0.50853
C 2.06948 2.04096 0.36650
C 0.56514 3.98259 -1.58395
C -1.29386 2.42725 -1.34700
C 0.26261 -4.67315 0.53558
C -1.68964 -4.34338 1.93445
N 0.07046 2.65942 -0.97191
N -0.01637 0.78876 0.28630
N -0.64201 -3.99186 1.09901
Cl 1.75388 -1.05566 0.14185
H 2.42279 1.14387 0.69758
H 2.88826 2.31934 -0.45089
H 2.09961 2.93505 0.99955
H 1.39756 4.53024 -1.16647
H 1.10247 3.93939 -2.64475
H -0.23956 4.67239 -1.56823
H -1.45582 1.57364 -1.97878
H -1.81202 2.12069 -0.42336
H -1.69597 3.27730 -1.86354
H 0.40048 -5.70400 1.00371
H -0.76942 -3.06248 0.71791
H 1.16024 -4.39277 -0.03936
H -1.91914 -5.47224 2.09507
H -2.69959 -3.91303 1.58793
H -1.41177 -4.06215 3.03165
H -1.03909 1.05618 0.54734

---

Entry 8:
45
Properties=species:S:1:pos:R:3 method="wB97M-V/def2-TZVPD" lumo_energy_ev=0.711 relative_energy_kcal_mol=4.7 gap_ev=9.05 smiles="CCOP(=O)(OCC)[C@H](O)c1cc(OC)c(OC)c(OC)c1" total_charge=0
C -4.25503 -2.72166 0.39088
C -4.51045 -1.27065 0.01621
O -3.57816 -0.78800 -0.94575
P -2.19114 -0.06091 -0.60050
O -1.63019 0.49757 -1.82475
O -2.59032 1.02331 0.55553
C -3.33958 2.15222 0.11675
C -2.42886 3.29482 -0.29905
C -1.13718 -1.21630 0.40262
O -1.61386 -1.30548 1.72176
C 0.30318 -0.80148 0.30772
C 0.64692 0.53212 0.48399
C 1.97296 0.92459 0.40272
O 2.39297 2.21158 0.56862
C 1.42573 3.21386 0.76411
C 2.98721 -0.02179 0.14678
O 4.31129 0.37271 0.09266
C 4.64920 1.27535 -0.94379
C 2.63569 -1.36752 -0.00207
O 3.46902 -2.41583 -0.21910
C 4.86318 -2.24313 -0.35530
C 1.28889 -1.73586 0.07929
H -4.14032 -3.32072 -0.50892
H -5.09870 -3.10003 0.96239
H -3.35778 -2.80594 0.99704
H -4.48483 -0.63982 0.91024
H -5.48855 -1.16877 -0.46531
H -3.97138 2.44129 0.96380
H -3.97815 1.86294 -0.72506
H -3.02785 4.13902 -0.62945
H -1.80674 3.60783 0.53670
H -1.79536 2.96298 -1.11733
H -1.25594 -2.21282 -0.03580
H -1.57917 -0.42267 2.10923
H -0.13286 1.25098 0.67078
H 1.98256 4.14780 0.83063
H 0.87055 3.05995 1.69498
H 0.72766 3.26441 -0.07688
H 4.19600 2.25616 -0.79096
H 4.34325 0.88480 -1.92071
H 5.73406 1.36492 -0.91007
H 5.26294 -3.25338 -0.44642
H 5.11376 -1.67539 -1.25480
H 5.29717 -1.75087 0.51626
H 1.05120 -2.77912 -0.05115

---

Quick rundown of molecular weight, same order as above: 133.2 83.1 118.1 136.2 819.9 622.7 177.7 334.3 g mol⁻¹
Quick rundown of calculated total energy, same order as above: -12890.05610 -7760.73148 -11911.77557 -20307.94661 -69346.34451 -40143.62860 -24490.71372 -38513.02142 eV